# 1
The following is a quantum chemistry calculation of a cluster of 9 separate species, H17O9 in total, from the Open Molecules 2025 dataset.

Structure (XYZ):
```
26
Properties=species:S:1:pos:R:3
O -0.932 -3.325 -0.683
H 0.584 1.475 2.482
H -2.433 0.846 1.379
O 1.158 -3.348 0.915
H 1.291 0.249 -0.628
O -0.178 3.159 -1.539
H 0.609 2.602 -1.584
H -0.795 2.551 -1.128
O 2.116 0.743 -0.686
H -1.680 3.385 0.889
H -1.689 -0.210 0.106
O -1.535 0.535 1.175
H -0.894 -3.566 -1.613
H 1.885 1.428 -0.043
O -0.799 3.134 1.183
H -0.651 -0.588 -1.084
H 1.116 -2.626 1.561
O 1.334 1.252 3.041
H 1.994 1.010 2.384
H 0.183 -3.354 0.776
O 0.918 -1.082 -2.382
H 0.460 -1.885 -2.649
H 1.515 -1.374 -1.678
O -1.531 -0.799 -0.749
H -0.828 2.162 1.247
H -1.216 -2.377 -0.691
```

Properties
- Orbital gap (alpha / beta): 10.55 / 5.68 eV
- Spin multiplicity: 2
- Relative energy (zero: lowest compared OMol25 entry of this formula, charge and spin): 14.1 kcal/mol
- HOMO level (alpha / beta): -11.0439 / -11.0411 eV

The net atomic charges from Mulliken, expressed in e, are:
1. O -0.651
2. H 0.291
3. H 0.345
4. O -0.621
5. H 0.238
6. O -0.604
7. H 0.351
8. H 0.257
9. O -0.598
10. H 0.289
11. H 0.363
12. O -0.505
13. H 0.270
14. H 0.275
15. O -0.573
16. H 0.357
17. H 0.297
18. O -0.615
19. H 0.333
20. H 0.302
21. O -0.667
22. H 0.281
23. H 0.393
24. O -0.640
25. H 0.363
26. H 0.468

=====

# 2
The following is a quantum chemistry calculation of an isolated molecule of HN3S, from the Open Molecules 2025 dataset.

Structure (XYZ):
```
5
Properties=species:S:1:pos:R:3
N 0.828 0.658 -1.240
N -2.043 0.390 0.403
N 0.697 -0.049 -0.332
S -0.965 -0.539 0.772
H 1.483 -0.460 0.396
```

Properties
- Orbital gap (alpha / beta): 6.44 / 6.44 eV
- Relative energy (zero: lowest compared OMol25 entry of this formula, charge and spin): 82.5 kcal/mol
- HOMO level (alpha / beta): -7.8723 / -7.8717 eV

The net atomic charges from Mulliken, expressed in e, are:
1. N -0.363
2. N -0.190
3. N 0.033
4. S 0.263
5. H 0.257

=====

# 3
The following is a quantum chemistry calculation of an isolated molecule of C3H5F2NO2, from the Open Molecules 2025 dataset.

Structure (XYZ):
```
13
Properties=species:S:1:pos:R:3
N 1.131 -1.375 0.147
C -0.013 -0.654 -0.363
C -1.004 -0.353 0.777
O -2.082 0.163 0.616
O -0.636 -0.801 1.979
C 0.287 0.699 -1.017
F 0.671 1.600 -0.051
F 1.258 0.560 -1.972
H 1.743 -0.790 0.699
H 1.665 -1.629 -0.652
H -0.687 -1.187 -1.113
H -1.306 -0.421 2.577
H -0.556 1.164 -1.470
```

Properties
- Orbital gap: 10.94 eV
- SMILES: N[C@@H](C(=O)O)C(F)F
- Relative energy (zero: lowest compared OMol25 entry of this formula, charge and spin): 0.0 kcal/mol
- HOMO level: -10.2420 eV

The net atomic charges from Mulliken, expressed in e, are:
1. N -0.646
2. C 0.131
3. C 0.456
4. O -0.574
5. O -0.432
6. C 0.076
7. F -0.280
8. F -0.267
9. H 0.262
10. H 0.281
11. H 0.322
12. H 0.354
13. H 0.317

=====

# 4
The following is a quantum chemistry calculation of a structure of composition C30H35O7Sn, from the Open Molecules 2025 dataset.

Structure (XYZ):
```
73
Properties=species:S:1:pos:R:3
C 0.129 -2.381 -6.764
C 0.719 -1.828 -5.452
C -1.135 -3.183 -6.423
C -1.097 -3.465 -4.881
H -1.110 -4.123 -6.982
H -2.038 -2.619 -6.708
C 0.298 -2.822 -4.387
H 0.328 -0.811 -5.285
H 1.813 -1.780 -5.535
C 0.781 -2.405 -2.954
H 0.956 -3.696 -4.560
H -0.995 -4.559 -4.737
C -2.388 -3.089 -4.282
C -0.139 -1.269 -7.758
C 1.067 -3.252 -7.606
O 0.736 -4.291 -8.157
O -0.327 -0.100 -7.451
O -0.126 -1.697 -9.033
O 2.309 -2.766 -7.738
C 3.069 -3.526 -8.691
H 4.022 -3.007 -8.777
H 2.539 -3.545 -9.649
H 3.204 -4.552 -8.336
C -0.329 -0.652 -9.983
H -1.248 -0.097 -9.759
H -0.394 -1.160 -10.945
H 0.523 0.039 -9.961
O 0.086 -1.626 -2.014
H 1.720 -1.855 -3.121
H 1.062 -3.330 -2.439
C -2.887 -3.885 -3.145
C -2.849 -1.700 -4.444
H -3.708 -1.651 -5.129
H -2.062 -1.038 -4.846
H -3.168 -1.274 -3.480
H -3.317 -3.229 -2.376
H -2.082 -4.473 -2.666
H -3.671 -4.594 -3.456
Sn -0.648 -0.522 -0.649
C 1.029 -1.619 1.859
C 1.268 -2.679 0.934
C 2.154 -2.188 -0.066
H 0.868 -3.688 0.998
C 2.414 -0.811 0.199
C 1.728 -0.466 1.398
H 1.774 0.497 1.901
H 0.463 -1.702 2.783
H 2.609 -2.779 -0.860
H 3.048 -0.156 -0.390
C -1.489 1.948 -0.714
C -0.455 2.324 0.184
C 0.801 2.104 -0.442
H -0.597 2.784 1.159
C 0.585 1.581 -1.740
C -0.856 1.432 -1.924
H -1.362 1.248 -2.875
H -2.558 2.129 -0.598
H 1.766 2.372 -0.018
H 1.329 1.441 -2.523
O -1.017 0.262 1.956
C -2.143 -0.286 1.807
O -2.477 -0.944 0.725
C -3.092 -0.087 2.955
C -4.423 -0.531 2.972
C -5.251 -0.255 4.072
C -4.765 0.471 5.170
C -3.436 0.921 5.160
C -2.615 0.641 4.065
H -4.791 -1.089 2.111
H -6.286 -0.605 4.079
H -5.408 0.688 6.028
H -3.035 1.490 6.001
H -1.583 0.996 4.051
```

Properties
- Orbital gap (alpha / beta): 5.66 / 4.88 eV
- Relative energy (zero: lowest compared OMol25 entry of this formula, charge and spin): 14.8 kcal/mol
- HOMO level (alpha / beta): -3.4620 / -3.1677 eV
- Total charge: -1

The net atomic charges from Mulliken, expressed in e, are:
1. C 3.360
2. C -1.806
3. C -1.609
4. C 0.657
5. H 0.396
6. H 0.225
7. C 0.629
8. H 0.238
9. H 0.651
10. C -1.662
11. H 0.304
12. H 0.509
13. C 0.314
14. C -0.411
15. C -0.247
16. O -0.650
17. O -0.645
18. O -0.257
19. O -0.287
20. C -0.784
21. H 0.261
22. H 0.304
23. H 0.303
24. C -0.796
25. H 0.300
26. H 0.250
27. H 0.334
28. O -0.265
29. H 0.463
30. H 0.426
31. C -1.408
32. C -1.221
33. H 0.240
34. H 0.125
35. H 0.429
36. H 0.304
37. H 0.386
38. H 0.288
39. Sn 0.829
40. C -0.436
41. C -0.918
42. C -0.457
43. H 0.398
44. C -0.735
45. C -0.259
46. H 0.393
47. H 0.372
48. H 0.728
49. H 0.388
50. C -0.876
51. C -0.249
52. C -0.373
53. H 0.314
54. C -0.695
55. C -0.622
56. H 0.684
57. H 0.501
58. H 0.473
59. H 0.457
60. O -0.443
61. C 0.670
62. O -0.853
63. C 0.195
64. C -0.144
65. C -0.566
66. C -0.323
67. C -0.642
68. C -0.308
69. H 0.390
70. H 0.351
71. H 0.350
72. H 0.353
73. H 0.407

=====

# 5
The following is a quantum chemistry calculation of an isolated molecule of C5H8O2S, from the Open Molecules 2025 dataset.

Structure (XYZ):
```
16
Properties=species:S:1:pos:R:3
C -2.698 -1.567 -0.296
C -1.542 -0.913 -0.427
C -0.896 -0.142 0.692
C -1.185 1.365 0.598
O -1.059 1.891 -0.708
O 0.514 -0.449 0.774
C 1.332 0.035 -0.150
S 2.914 -0.303 -0.180
H -3.238 -1.608 0.651
H -3.164 -2.069 -1.195
H -1.024 -0.885 -1.394
H -1.282 -0.503 1.652
H -0.470 1.904 1.234
H -2.200 1.547 1.003
H -1.793 1.548 -1.214
H 0.834 0.712 -0.888
```

Properties
- Orbital gap: 9.19 eV
- SMILES: C=C[C@H](CO)OC=S
- Relative energy (zero: lowest compared OMol25 entry of this formula, charge and spin): 41.7 kcal/mol
- HOMO level: -8.6166 eV

The net atomic charges from Mulliken, expressed in e, are:
1. C -0.697
2. C -0.292
3. C 0.362
4. C -0.699
5. O -0.512
6. O -0.378
7. C 0.007
8. S -0.300
9. H 0.267
10. H 0.235
11. H 0.314
12. H 0.342
13. H 0.364
14. H 0.332
15. H 0.354
16. H 0.302

=====

# 6
The following is a quantum chemistry calculation of a cluster of 6 separate species, CH15NO5 in total, from the Open Molecules 2025 dataset.

Structure (XYZ):
```
22
Properties=species:S:1:pos:R:3
C 1.530 -1.265 1.107
N 1.912 -2.484 0.399
H 1.163 -0.510 0.377
H 0.614 -1.400 1.679
H 2.276 -0.756 1.712
H 1.649 -3.224 1.041
H 2.910 -2.477 0.239
O 0.297 5.849 -4.485
H -0.257 5.057 -4.508
H -0.208 6.471 -3.961
O 1.993 6.886 1.373
H 2.048 6.234 0.671
H 1.526 6.421 2.065
O -3.820 -1.645 0.313
H -3.562 -1.711 -0.617
H -3.486 -0.770 0.559
O -0.307 -3.281 -1.326
H 0.230 -3.417 -2.121
H 0.399 -2.932 -0.730
O -1.990 -3.574 2.305
H -2.475 -3.059 1.651
H -2.442 -4.416 2.258
```

Properties
- Orbital gap: 10.64 eV
- SMILES: CN.O.O.O.O.O
- Relative energy (zero: lowest compared OMol25 entry of this formula, charge and spin): 29.9 kcal/mol
- HOMO level: -10.0595 eV

The net atomic charges from Mulliken, expressed in e, are:
1. C -0.771
2. N -0.586
3. H 0.257
4. H 0.275
5. H 0.323
6. H 0.256
7. H 0.213
8. O -0.640
9. H 0.321
10. H 0.320
11. O -0.636
12. H 0.318
13. H 0.318
14. O -0.668
15. H 0.333
16. H 0.320
17. O -0.674
18. H 0.296
19. H 0.413
20. O -0.633
21. H 0.348
22. H 0.298

=====

- relative energy (zero: lowest compared OMol25 entry of this formula, charge and spin) of number 3 (C3H5F2NO2)?
  0.0 kcal/mol

=====

- The lowest relative energy (zero: lowest compared OMol25 entry of this formula, charge and spin) belongs to which entry?
  C3H5F2NO2

=====

- What is the relative energy (zero: lowest compared OMol25 entry of this formula, charge and spin) in the fourth record?
  14.8 kcal/mol